Record 1
DFT (ωB97M-V/def2-TZVPD) results for C35H36F12N7O3P2Ta as an isolated structure in a non-equilibrium geometry.

```
96
Properties=species:S:1:pos:R:3:forces:R:3:mulliken_charge:R:1
Ta 0.293627 -0.309285 0.192031 -0.6 -2.9 -4.3 0.0614
C 2.140179 1.214971 -5.242207 0.2 0.0 -0.1 -0.8170
N 1.253154 1.091689 -4.093785 0.0 0.0 0.1 0.2104
C 0.016867 1.660179 -3.983101 -0.1 0.1 0.1 -0.9061
C -0.459588 1.316359 -2.750880 0.0 0.1 0.0 -1.3411
N 0.468825 0.551399 -2.112077 0.3 -0.2 0.4 0.9554
C 1.496569 0.427740 -2.940950 0.1 0.0 -0.1 -0.6356
P 3.027595 -0.485553 -2.578512 -0.3 0.0 0.3 -0.4759
C 3.359600 0.352241 -0.990746 0.2 0.1 -0.1 -0.0281
N 2.483432 0.735113 -0.062060 -0.7 -0.3 0.1 0.3464
C 3.191217 1.384281 0.907181 0.1 0.1 0.1 -0.7661
C 4.508948 1.408695 0.554890 -0.1 0.0 0.1 -0.8649
N 4.602630 0.759433 -0.639396 -0.2 -0.1 0.0 0.1456
C 5.834992 0.518354 -1.377844 0.2 -0.1 -0.1 -0.8404
C 2.182890 -1.991717 -1.974131 0.1 0.0 -0.1 -0.4710
N 1.125085 -2.059535 -1.171826 0.1 0.5 0.0 1.2725
C 0.761690 -3.371926 -1.094101 -0.1 -0.1 -0.1 -0.9937
C 1.611813 -4.109440 -1.865170 -0.1 0.0 0.1 -1.2497
N 2.501872 -3.232346 -2.412227 -0.1 0.0 0.1 0.1872
C 3.599520 -3.592455 -3.300357 0.2 0.0 -0.2 -0.8227
H 1.611441 1.730709 -6.038003 0.0 0.0 0.0 0.3343
H 3.028280 1.791588 -4.988777 0.0 0.0 0.0 0.3290
H 2.443951 0.233125 -5.599358 0.0 0.0 0.0 0.3394
H -0.412548 2.262570 -4.765322 0.0 0.0 0.0 0.5260
H -1.395510 1.576270 -2.290053 0.0 0.0 0.0 0.8549
H 2.724953 1.788496 1.788816 0.0 0.0 0.0 0.6145
H 5.361362 1.830873 1.058377 0.0 0.0 -0.1 0.4880
H 6.638811 1.087612 -0.921298 0.0 0.0 0.0 0.3514
H 6.093515 -0.539181 -1.352384 0.0 0.0 0.1 0.3297
H 5.731725 0.833454 -2.413682 0.0 0.0 0.0 0.3439
H -0.073779 -3.691000 -0.492170 0.0 -0.1 0.0 0.8107
H 1.659130 -5.168450 -2.051969 0.0 0.0 0.0 0.5209
H 3.622600 -4.672543 -3.408215 0.0 0.0 0.0 0.3545
H 3.462950 -3.149172 -4.285232 0.0 0.0 0.0 0.3431
H 4.549941 -3.262173 -2.886672 0.0 0.0 0.0 0.3220
C -5.837213 1.647460 3.486200 0.1 0.0 0.1 -1.5837
C -4.585714 0.963690 3.016533 0.0 0.0 0.0 0.3433
C -4.311950 -0.364582 3.307816 0.0 0.1 0.0 -1.2748
C -3.175599 -0.987813 2.832532 0.3 -0.1 -0.2 -0.6230
C -2.264065 -0.353777 1.974967 -0.2 0.3 0.3 1.2298
N -1.128777 -1.034794 1.454562 0.7 0.4 -0.2 1.3502
C -1.017177 -2.439124 1.705157 0.2 -0.3 0.1 -0.2637
C -2.076475 -3.292810 1.391341 0.1 0.2 -0.1 -0.4592
C -2.046292 -4.636745 1.708682 0.0 0.0 0.0 -1.7207
C -0.944177 -5.196418 2.351022 -0.1 0.0 0.0 0.2791
C -0.946488 -6.635896 2.778281 0.1 0.0 -0.1 -1.5529
C 0.160360 -4.380557 2.560300 0.0 0.0 0.0 -0.8472
C 0.150287 -3.032608 2.222422 -0.1 0.2 0.0 -0.5532
C 1.402197 -2.180045 2.324375 0.2 0.1 0.5 2.1322
O 1.426846 -1.275390 1.257442 1.1 -0.8 2.2 0.7407
C 1.446042 -1.385058 3.665660 -0.1 0.3 0.1 0.4108
F 1.628980 -2.186427 4.704112 0.0 -0.1 0.0 -0.2573
F 0.296175 -0.730853 3.863435 0.0 0.0 -0.1 -0.1521
F 2.431241 -0.473981 3.648476 -0.1 -0.1 -0.1 -0.2543
C 2.730482 -2.977517 2.176195 0.2 0.0 -0.4 0.0266
F 3.045453 -3.703898 3.239361 0.0 0.0 -0.1 -0.2337
F 2.645899 -3.804280 1.112913 0.1 0.2 0.2 -0.1428
F 3.744019 -2.129064 1.929215 -0.2 -0.2 0.1 -0.2325
C -2.500269 1.020815 1.759080 0.1 0.0 -0.2 -0.3472
C -3.627988 1.646541 2.284616 0.0 -0.1 0.1 -1.3026
C -1.503351 1.899441 1.027277 -0.2 0.6 0.5 1.3362
O -0.720383 1.186136 0.136431 -1.4 2.1 0.3 -0.1026
C -0.486314 2.513128 2.026707 0.5 0.0 -0.2 0.6371
F 0.389717 1.499269 2.349062 -0.1 0.1 0.1 0.0144
F -1.012763 2.974261 3.134205 -0.1 0.0 0.0 -0.2626
F 0.261053 3.466391 1.460111 -0.1 -0.1 0.1 -0.2946
C -2.162552 3.051962 0.206234 0.1 -0.1 -0.5 0.2901
F -3.233373 2.589141 -0.463147 0.2 0.1 0.1 -0.2134
F -2.536389 4.083059 0.955630 0.0 -0.1 0.0 -0.2529
F -1.293724 3.506723 -0.712076 -0.2 0.0 0.2 -0.2203
H -6.570756 0.919834 3.827439 0.0 0.0 0.0 0.4039
H -6.277003 2.238524 2.683335 0.0 0.0 0.0 0.3892
H -5.623364 2.325908 4.314305 0.0 0.0 0.0 0.3388
H -4.992517 -0.927458 3.934926 0.0 0.0 0.0 0.4244
H -2.986929 -1.997196 3.156270 0.0 -0.1 0.0 0.5090
H -2.945980 -2.858898 0.917040 -0.1 0.0 0.1 1.4218
H -2.902691 -5.258178 1.474006 0.0 0.0 0.0 0.4812
H -1.956070 -6.964162 3.018885 0.0 0.0 0.0 0.4266
H -0.318119 -6.787502 3.654499 0.0 0.0 0.0 0.4229
H -0.568613 -7.283871 1.984574 0.0 0.0 0.0 0.2839
H 1.046737 -4.819798 3.000444 0.0 0.0 0.0 0.6434
H -3.763964 2.710441 2.148328 -0.1 0.0 -0.1 0.7297
C -2.887507 -3.440446 -2.136956 0.0 0.3 0.0 -1.0658
P -2.589216 -1.657966 -2.145946 0.0 -0.1 -0.1 1.1734
C -4.088450 -0.776753 -1.669826 0.2 -0.2 -0.1 -0.9902
C -2.264433 -1.257784 -3.881655 -0.2 -0.1 0.3 -1.0260
O -1.433949 -1.304670 -1.244749 0.6 0.5 0.6 -1.2641
H -3.715018 -3.698758 -2.798144 0.0 0.0 0.0 0.5460
H -3.107264 -3.786287 -1.129108 0.0 0.0 0.0 0.2235
H -1.978866 -3.930211 -2.488772 0.0 0.0 0.0 0.3236
H -4.889623 -0.961695 -2.386293 0.0 0.0 0.0 0.5296
H -3.861292 0.289712 -1.645308 0.0 0.0 0.0 0.2153
H -4.410919 -1.087260 -0.675309 0.0 0.0 0.0 0.2869
H -3.007350 -1.742879 -4.516276 0.0 0.0 0.0 0.5562
H -1.271478 -1.620238 -4.148712 0.0 0.0 0.0 0.2534
H -2.312042 -0.182173 -4.038518 0.0 0.0 0.0 0.2912
```
Forces are in eV/Å.

Calculated values
LUMO energy: -5.5 eV
Molar mass: 1073.591 g/mol
Energy above the lowest of the compared OMol25 structures with the same formula, charge and spin: 19.8 kcal per mole
Charge: +2
Highest occupied orbital energy: -0.458 Ha
Max |F|: 5.2 eV Å⁻¹


Record 2
DFT (ωB97M-V/def2-TZVPD) results for C7H14O3S as an isolated structure in a non-equilibrium geometry.

```
25
Properties=species:S:1:pos:R:3:forces:R:3:mulliken_charge:R:1
C 0.329825 -0.727174 0.255687 -3.0 -0.3 0.6 -0.1621
C -3.348250 -0.572455 -0.768187 1.4 1.0 1.2 -1.2896
C 1.300733 0.764722 -1.255610 -2.2 2.7 1.4 -1.5985
C 1.969446 0.724055 1.268391 -0.4 2.6 0.2 -1.5249
C 2.768202 -0.983477 -0.372351 1.0 2.9 -0.4 -1.6173
C -2.875652 -0.374481 0.645752 2.4 0.1 -1.7 -0.5099
C 1.589627 -0.046931 0.048363 2.0 -0.2 -2.7 2.0554
O -0.066472 -1.830362 0.313317 0.5 0.2 -0.1 -0.4463
O -1.663349 1.789480 -0.318976 0.3 -0.4 0.4 -0.6691
O -1.122439 1.138889 2.055368 -0.4 -0.3 -0.9 -0.6944
S -1.405052 0.744036 0.670130 0.5 -0.1 0.5 1.0348
H -2.493722 -0.697421 -1.355006 1.1 -0.6 -1.4 0.3657
H -4.002786 -1.352752 -0.814439 -1.5 -2.6 -0.2 0.4129
H -3.882028 0.235318 -1.143995 -0.7 1.9 -0.5 0.3534
H 2.001674 1.595822 -1.493495 0.0 -0.9 0.4 0.3946
H 0.277301 1.314771 -1.099439 1.9 -0.9 -0.6 0.3953
H 1.193685 0.086775 -2.071109 0.0 -0.3 -0.7 0.4769
H 1.846431 1.830809 0.998588 0.2 -1.4 0.9 0.3050
H 1.348831 0.483987 2.116657 -0.4 0.2 0.3 0.3523
H 2.985259 0.528160 1.578118 0.3 0.1 -0.2 0.4132
H 3.745253 -0.445046 -0.101647 -1.4 -0.9 -0.4 0.3356
H 2.784163 -1.119239 -1.445716 -0.1 -0.3 -0.1 0.3494
H 2.728665 -1.888727 0.095896 0.1 -2.5 1.4 0.4693
H -2.370041 -1.250366 1.000434 -0.5 -0.8 0.8 0.3355
H -3.639294 0.051615 1.193268 -1.1 0.7 2.0 0.4630
```
Forces are in eV/Å.

Calculated values
LUMO energy: 0.6 eV
Molar mass: 178.253 g/mol
Energy above the lowest of the compared OMol25 structures with the same formula, charge and spin: 26.8 kcal per mole
Highest occupied orbital energy: -0.322 Ha
Max |F|: 3.8 eV Å⁻¹


Record 3
DFT (ωB97M-V/def2-TZVPD) results for C29H26CsN2O4Se as an isolated structure in a non-equilibrium geometry.

```
63
Properties=species:S:1:pos:R:3:forces:R:3:mulliken_charge:R:1
Cs 0.003486 0.915856 -1.813522 0.0 -0.9 -0.3 1.1797
O -3.480314 4.478256 -2.243922 0.6 0.3 0.1 -0.4809
C -2.314014 3.783956 -2.337122 -2.2 -2.3 -0.2 0.1486
O -2.332214 2.573256 -2.460822 0.2 1.6 0.1 -0.5464
C -1.126514 4.622656 -2.304422 1.3 2.0 0.1 0.5064
C -1.206414 6.041456 -2.268422 -0.2 -1.5 0.0 -0.5406
C -0.027714 6.746356 -2.261622 0.5 0.2 0.0 -0.6480
C 1.189786 6.074556 -2.269122 -0.5 -0.9 0.0 -0.6497
C 1.164686 4.657256 -2.302822 -0.6 1.6 0.1 1.0192
N 0.032886 3.980156 -2.331122 -0.5 0.1 -0.1 -0.0399
C 2.367386 3.799856 -2.340522 1.4 -1.4 -0.2 0.3389
O 3.568386 4.428656 -2.289922 -0.2 0.1 0.0 -0.4656
O 2.337086 2.598356 -2.440522 0.1 1.4 0.0 -0.4877
H -4.202414 3.831956 -2.239422 0.2 -0.1 0.0 0.3692
H -2.167514 6.528356 -2.256722 -0.1 0.0 0.0 0.4932
H -0.044614 7.827656 -2.253022 0.0 0.0 0.0 0.4151
H 2.099286 6.659856 -2.259522 0.0 -0.1 0.0 0.1711
H 3.458686 5.381956 -2.189622 0.1 -0.1 0.0 0.2874
C 0.017086 1.016756 7.483878 0.0 0.0 0.0 -1.4574
C 0.013086 1.038656 5.981278 0.0 0.0 0.1 0.8921
C -0.911414 0.307056 5.250678 0.1 0.0 0.1 -1.0171
C -0.922614 0.334356 3.866178 0.0 0.0 0.0 0.8491
C -1.932914 -0.469544 3.107578 0.0 0.0 0.0 -1.5935
C 0.016386 1.122456 3.182378 0.0 0.2 -0.4 -0.6487
Se -0.052914 1.221156 1.285778 -0.1 0.1 0.2 -0.4566
C 0.967086 1.853756 3.906578 0.0 -0.1 0.1 1.2299
C 2.012186 2.700856 3.239378 0.0 0.0 -0.1 -1.3892
C 0.945486 1.799056 5.291778 -0.1 -0.1 0.1 -0.6978
H -0.774314 0.375156 7.866678 0.0 0.0 0.1 0.3218
H -0.131014 2.020856 7.884078 0.0 0.0 0.1 0.3155
H 0.971786 0.647056 7.860878 0.0 0.0 0.1 0.3175
H -1.647114 -0.297044 5.772278 0.0 0.0 0.0 0.2083
H -2.596114 -1.014244 3.779378 0.0 0.0 0.1 0.3579
H -1.427214 -1.177744 2.449678 -0.1 0.0 -0.1 0.1757
H -2.527614 0.184056 2.467478 0.0 -0.1 -0.1 0.3578
H 1.919086 2.641456 2.157078 0.0 0.0 0.1 0.1518
H 3.012786 2.366756 3.517778 0.1 0.0 0.1 0.3213
H 1.909286 3.745256 3.537778 0.0 0.1 0.1 0.3011
H 1.678186 2.374156 5.848478 0.1 0.0 0.1 0.3620
N -0.075814 -1.872644 -2.400522 -0.1 0.9 -0.1 -0.4530
C -0.018614 -3.108344 -2.317722 0.0 0.0 0.0 -1.1730
C 0.948186 -3.908944 -3.131922 0.2 -0.2 -0.2 0.5507
C 1.563386 -5.063244 -2.657622 0.0 0.0 -0.1 -0.1839
C 2.510386 -5.716044 -3.430422 0.2 -0.2 0.0 -0.6077
C 2.845986 -5.233744 -4.685822 0.1 -0.2 0.0 -0.3732
C 2.231586 -4.087044 -5.164922 0.0 0.1 -0.1 -0.4827
C 1.298586 -3.427544 -4.389522 0.1 -0.1 -0.1 -0.5086
C -0.937614 -3.893144 -1.438322 -0.2 -0.2 0.1 0.3830
C -1.274714 -3.402244 -0.181222 0.0 -0.1 0.0 -0.2719
C -2.201114 -4.065044 0.602078 0.0 0.1 0.1 -0.3373
C -2.820314 -5.213144 0.131878 -0.1 -0.2 0.1 -0.4928
C -2.493914 -5.703844 -1.122422 -0.2 -0.2 0.0 -0.5890
C -1.552614 -5.052344 -1.901222 0.0 0.0 0.1 -0.2214
H 1.311486 -5.445344 -1.676922 -0.1 0.0 0.0 0.4201
H 2.996186 -6.608244 -3.053322 0.0 0.0 0.0 0.3527
H 3.579586 -5.752544 -5.291622 0.0 0.0 0.0 0.3513
H 2.488686 -3.705244 -6.144322 0.0 0.0 -0.1 0.3558
H 0.823686 -2.521044 -4.736322 -0.1 0.1 0.1 0.3954
H -0.801714 -2.495344 0.167178 0.0 0.1 0.0 0.3950
H -2.450114 -3.682644 1.582578 0.0 0.0 0.1 0.3892
H -3.550114 -5.729644 0.743878 0.0 0.0 0.0 0.3568
H -2.978114 -6.598944 -1.495322 0.0 0.0 0.0 0.3510
H -1.302114 -5.434344 -2.882922 0.0 0.0 0.0 0.4224
```
Forces are in eV/Å.

Calculated values
LUMO energy: 0.6 eV
Molar mass: 678.402 g/mol
Energy above the lowest of the compared OMol25 structures with the same formula, charge and spin: 0.0 kcal per mole
Charge: -1
Highest occupied orbital energy: -0.102 Ha
Max |F|: 3.2 eV Å⁻¹


Record 4
DFT (ωB97M-V/def2-TZVPD) results for a 2-piece molecular cluster, C4H14Si2 overall in a non-equilibrium geometry.

```
20
Properties=species:S:1:pos:R:3:forces:R:3:mulliken_charge:R:1
C -1.697710 1.214834 1.096507 0.8 -2.5 -3.4 -0.9988
C 2.081021 -1.929752 -0.726615 -0.7 1.9 0.8 -0.9954
C -2.219613 -0.050193 0.327806 -1.4 1.6 3.8 -0.2452
C -1.466722 -0.559633 -0.748252 4.3 -0.4 -3.3 -0.9914
Si 1.971654 1.485689 -0.156044 -2.4 0.3 -1.1 0.4879
Si 1.083232 -0.627520 0.263327 -1.6 -0.9 -0.8 0.2963
H -1.839415 1.939727 0.357473 0.4 1.8 -1.0 0.3120
H -2.351483 1.441174 1.831466 -1.6 0.6 3.0 0.4346
H -0.648965 1.082893 1.317393 0.1 0.2 0.6 0.0658
H 1.734507 -1.622603 -1.703109 0.8 -0.5 -0.8 0.2860
H 3.134020 -2.059488 -0.499424 0.2 0.6 -0.5 0.3643
H 1.622436 -2.816956 -0.441952 -1.0 -1.9 0.1 0.2863
H -2.251668 -0.865779 1.058928 -0.2 0.1 0.1 0.2326
H -3.277468 0.179492 0.130440 0.0 -0.1 -0.4 0.3947
H -1.362748 -0.139515 -1.834409 -0.3 -0.1 2.3 0.2818
H -1.670953 -1.596439 -0.830179 0.2 -1.1 -0.4 0.3710
H 2.119265 2.350807 0.956197 0.0 0.7 1.2 -0.1537
H 3.152368 1.611277 -0.903315 1.6 -0.4 -0.7 -0.2065
H 0.973113 2.155618 -1.149144 0.5 -0.5 0.9 -0.1089
H 0.915126 -1.193642 1.652897 0.0 0.6 -0.2 -0.1136
```
Forces are in eV/Å.

Calculated values
LUMO energy: 0.3 eV
Molar mass: 118.328 g/mol
Energy above the lowest of the compared OMol25 structures with the same formula, charge and spin: 53.0 kcal per mole
Highest occupied orbital energy: -0.297 Ha
Max |F|: 5.4 eV Å⁻¹